No. 1
Entry from OMol25: a gas-phase ion, C6H10N3O (charge +1) (wB97M-V/def2-TZVPD).

Element x y z (Å)
C 0.39 -1.21 0.42
C -0.81 -0.70 0.10
C 1.65 -0.73 0.23
C -1.96 -1.59 0.45
C 3.86 0.53 0.19
C -2.38 1.21 -0.57
N 2.72 -0.25 0.24
N -1.00 0.63 -0.38
N 0.05 1.32 -0.79
O -0.18 2.23 -1.61
H 0.31 -2.21 0.90
H -1.64 -2.33 1.28
H -2.47 -2.17 -0.34
H -2.68 -0.94 0.98
H 4.08 0.82 1.23
H 3.61 1.36 -0.54
H 4.59 -0.02 -0.30
H -3.06 0.37 -0.77
H -2.74 1.64 0.46
H -2.34 2.05 -1.20

Summary:
Strongest force on any atom ... 5.5 eV/Å
Energy above the lowest of the compared OMol25 structures with the same formula, charge and spin ... 135.2 kcal per mole
Kohn-Sham gap ... 8.663 eV
Net charge ... +1
LUMO ... -4.91 eV
Structure (SMILES) ... CN=C=C/C(C)=[N+](/C)N=O
Molar mass ... 140.17 g mol⁻¹

Results of the Mulliken charge analysis, in e, for atoms 1 through 8: number 1, C, carries -0.876; number 2, C, carries 1.281; number 3, C, carries 0.508; number 4, C, carries -1.478; number 5, C, carries -0.696; number 6, C, carries -0.854; number 7, N, carries 0.012; number 8, N, carries 0.359

=====

No. 2
Entry from OMol25: a molecular structure, C24H22N2O3 (wB97M-V/def2-TZVPD).

Element x y z (Å)
C -7.79 -2.65 0.53
H -7.37 -3.68 0.20
O -7.01 -1.61 -0.36
C -5.76 -1.64 -0.26
C -5.00 -2.58 0.43
C -3.70 -2.31 0.66
C -3.13 -1.39 -0.02
C -3.86 -0.45 -1.14
C -5.26 -0.62 -1.13
H -5.79 -0.08 -1.68
H -3.44 0.48 -1.61
C -1.65 -0.97 -0.28
H -1.08 -1.80 0.54
H -1.09 -1.35 -1.08
O -1.30 0.30 -0.17
C -0.07 0.71 0.10
C 1.14 -0.22 -0.07
C 2.36 0.47 -0.02
N 2.69 1.92 -0.07
C 1.49 2.68 0.21
C 1.69 4.01 0.11
C 0.56 4.98 0.46
C -0.66 4.52 0.36
C -0.95 3.10 0.37
C 0.18 2.32 -0.15
H -1.81 2.69 0.19
N -1.68 5.13 0.34
H -1.45 6.39 0.68
H -2.67 4.91 0.71
H 0.89 5.91 0.45
H 2.76 4.49 0.15
C 3.57 -0.34 -0.33
C 4.80 0.28 -0.71
C 5.89 -0.65 -0.86
C 5.89 -1.91 -0.42
C 4.81 -2.20 0.15
C 3.64 -1.63 0.05
H 2.75 -2.08 0.94
O 4.64 -3.65 0.58
C 5.68 -4.39 0.60
H 5.56 -5.56 1.08
H 5.99 -4.60 -0.29
H 6.52 -4.17 1.13
H 6.78 -2.56 -0.49
H 6.70 -0.03 -1.32
H 4.91 1.21 -1.06
H 1.10 -1.24 -0.20
H -2.91 -2.98 1.30
H -5.43 -3.07 1.12
H -9.03 -2.48 0.25
H -7.67 -2.42 1.47

Summary:
Strongest force on any atom ... 19.1 eV/Å
Energy above the lowest of the compared OMol25 structures with the same formula, charge and spin ... 489.2 kcal per mole
Kohn-Sham gap ... 6.754 eV
LUMO ... -0.20 eV
Molar mass ... 386.45 g mol⁻¹

Results of the Mulliken charge analysis, in e, for atoms 1 through 8: number 1, C, carries -0.841; number 2, H, carries 0.313; number 3, O, carries -0.381; number 4, C, carries 1.018; number 5, C, carries -0.961; number 6, C, carries -0.124; number 7, C, carries 0.275; number 8, C, carries -0.589

=====

No. 3
Entry from OMol25: a molecular structure, C40H35F5GeO2S3Ti (wB97M-V/def2-TZVPD).

Element x y z (Å)
Ti 0.76 -0.09 -0.98
C 1.04 -2.82 -3.59
C 0.80 -1.79 -4.49
C 1.31 -0.51 -4.26
C 2.09 -0.27 -3.14
C 2.34 -1.31 -2.23
C 1.80 -2.58 -2.46
H 0.66 -3.81 -3.79
H 0.23 -1.98 -5.39
H 1.16 0.27 -4.99
H 2.64 0.66 -3.05
H 3.16 -1.20 -1.52
H 2.04 -3.39 -1.77
O -0.44 0.52 0.48
S -1.54 -0.17 1.32
C -2.96 0.98 1.17
C -4.05 0.49 0.22
C -3.51 -0.02 -1.12
C -3.25 -1.53 -1.12
S -1.88 -1.97 -2.23
O -0.74 -1.06 -1.74
C -2.56 -1.26 -3.72
C -2.12 -0.06 -4.24
C -2.73 0.45 -5.38
C -3.77 -0.25 -5.98
C -4.19 -1.47 -5.45
C -3.59 -1.99 -4.32
C -1.14 0.17 3.01
C -0.58 1.38 3.38
C -0.42 1.64 4.73
C -0.80 0.70 5.68
C -1.35 -0.52 5.29
C -1.52 -0.80 3.94
H -2.49 1.90 0.81
H -3.33 1.14 2.18
H -4.72 1.34 0.04
H -4.66 -0.27 0.71
H -2.59 0.52 -1.35
H -4.21 0.21 -1.92
H -4.10 -2.11 -1.45
H -2.94 -1.92 -0.15
H -1.32 0.48 -3.76
H -2.40 1.39 -5.79
H -4.25 0.14 -6.86
H -4.99 -2.02 -5.93
H -3.90 -2.95 -3.93
H -0.28 2.10 2.63
H 0.01 2.58 5.05
H -0.67 0.91 6.73
H -1.63 -1.25 6.03
H -1.93 -1.74 3.61
F -2.55 5.64 -1.01
C -1.52 4.81 -0.90
C -1.46 3.67 -1.68
F -2.43 3.36 -2.55
C -0.38 2.83 -1.52
F -0.31 1.69 -2.27
C 0.65 3.05 -0.63
S 1.98 1.91 -0.49
C 0.56 4.20 0.15
F 1.49 4.47 1.05
C -0.51 5.07 0.01
F -0.59 6.16 0.77
Ge 2.15 -1.13 1.03
C 1.59 -1.58 2.85
C 1.01 -2.83 3.04
C 0.75 -3.30 4.33
C 1.07 -2.51 5.42
C 1.65 -1.26 5.23
C 1.89 -0.79 3.95
C 3.94 -0.32 0.99
C 4.97 -0.97 0.33
C 6.25 -0.44 0.31
C 6.51 0.75 0.97
C 5.49 1.41 1.65
C 4.21 0.88 1.65
H 2.36 -2.57 0.45
H 0.78 -3.47 2.19
H 0.32 -4.28 4.47
H 0.89 -2.87 6.42
H 1.91 -0.64 6.09
H 2.35 0.18 3.82
H 4.80 -1.94 -0.14
H 7.05 -0.96 -0.20
H 7.51 1.17 0.96
H 5.69 2.33 2.18
H 3.42 1.42 2.16

Summary:
Strongest force on any atom ... 1.8 eV/Å
Energy above the lowest of the compared OMol25 structures with the same formula, charge and spin ... 32.4 kcal per mole
Kohn-Sham gap (spin up / spin down) ... 6.639 / 6.641 eV
Net charge ... +2
LUMO (spin up / spin down) ... -6.68 / -6.68 eV
Molar mass ... 859.39 g mol⁻¹

Results of the Mulliken charge analysis, in e, for atoms 1 through 8: number 1, Ti, carries -0.492; number 2, C, carries -1.100; number 3, C, carries -0.275; number 4, C, carries -0.562; number 5, C, carries -0.250; number 6, C, carries -1.103; number 7, C, carries -0.273; number 8, H, carries 0.417

=====

No. 4
Entry from OMol25: a molecular structure, C23H35CdN5O4S (wB97M-V/def2-TZVPD).

Element x y z (Å)
Cd 7.60 6.88 10.22
C 6.02 4.73 12.49
C 5.25 6.03 12.71
N 5.55 6.98 11.65
C 5.32 8.36 12.00
C 6.32 8.92 12.96
C 6.06 10.11 13.62
C 7.02 10.62 14.47
C 8.18 9.89 14.69
C 8.34 8.68 14.05
C 9.60 7.87 14.24
N 9.82 6.69 13.47
C 9.39 5.42 14.00
C 7.89 5.13 13.99
N 7.44 4.95 12.63
N 7.43 8.23 13.18
H 5.83 4.40 11.48
H 5.64 3.97 13.22
H 5.50 6.46 13.70
H 4.18 5.78 12.73
H 4.98 6.74 10.81
H 4.32 8.53 12.45
H 5.36 8.93 11.07
H 5.15 10.64 13.40
H 6.86 11.58 14.96
H 8.96 10.28 15.35
H 9.64 7.58 15.31
H 10.45 8.54 14.10
H 9.75 6.80 12.46
H 9.75 5.37 15.05
H 9.87 4.64 13.41
H 7.39 6.00 14.42
H 7.66 4.25 14.64
H 7.98 4.24 12.15
O 5.20 6.45 7.13
S 5.34 6.59 8.58
O 4.08 6.61 9.38
O 6.05 7.89 8.90
O 6.17 5.47 9.13
C 8.81 4.85 7.46
C 10.05 5.66 7.07
C 11.29 5.13 7.81
C 9.97 7.17 7.24
C 10.10 7.98 6.11
C 10.20 9.37 6.19
C 10.28 9.92 7.47
C 10.16 9.14 8.61
C 10.49 9.76 9.95
C 9.26 10.05 10.84
C 11.54 8.93 10.72
C 9.84 7.71 8.57
N 9.58 6.98 9.67
H 8.91 3.83 7.08
H 7.90 5.31 7.07
H 8.71 4.79 8.54
H 10.24 5.47 6.01
H 11.21 5.41 8.87
H 12.19 5.58 7.40
H 11.39 4.04 7.72
H 10.13 7.48 5.15
H 10.32 9.98 5.30
H 10.50 10.99 7.57
H 10.98 10.73 9.74
H 8.76 9.12 11.10
H 8.54 10.67 10.31
H 9.57 10.57 11.76
H 11.13 7.91 10.86
H 11.73 9.38 11.70
H 12.46 8.87 10.14

Summary:
Strongest force on any atom ... 1.6 eV/Å
Energy above the lowest of the compared OMol25 structures with the same formula, charge and spin ... 0.0 kcal per mole
Kohn-Sham gap ... 4.155 eV
Net charge ... -2
LUMO ... 4.35 eV
Molar mass ... 590.04 g mol⁻¹

Results of the Mulliken charge analysis, in e, for atoms 1 through 8: number 1, Cd, carries 1.841; number 2, C, carries -1.277; number 3, C, carries -0.788; number 4, N, carries 0.453; number 5, C, carries -1.354; number 6, C, carries 0.888; number 7, C, carries -1.097; number 8, C, carries -0.473